No. 1
Formula: C18H33F8NiO4SSb
Source: the Open Molecules 2025 dataset
Level of theory: ωB97M-V/def2-TZVPD

Element x y z (Å)
Ni 0.61404 -0.02806 -0.02026
C 3.24456 0.09158 1.89379
O 3.08951 -1.16503 1.26118
C 1.99630 -1.23624 0.45307
C 2.11110 -2.56973 -0.23972
H 3.72217 0.80533 1.21847
H 3.86744 -0.05170 2.78181
H 2.27077 0.49273 2.16581
H 3.16364 -2.86175 -0.35069
H 1.62999 -2.51033 -1.21566
H 1.58855 -3.34857 0.32740
F -2.08748 -1.12297 0.67129
C -0.99917 -1.43138 -0.24780
F -0.79896 -2.79921 0.03414
C -1.78720 -1.48835 -1.55630
F -1.00637 -1.85091 -2.58881
F -2.82310 -2.39520 -1.56294
F -2.36417 -0.31677 -1.86146
C -0.33213 4.37149 3.53754
C 0.26401 3.54461 2.40374
C 0.37921 4.41619 1.15632
C 1.65615 3.07124 2.80535
Sb -0.75189 1.58255 1.70087
C -2.73556 2.46962 1.07195
C -2.47351 2.82694 -0.39144
C -3.18727 3.70070 1.84557
C -3.84212 1.42046 1.13134
C -1.11950 0.55797 3.70355
C -2.37340 -0.30868 3.64040
C -1.22423 1.47684 4.91178
C 0.10345 -0.34652 3.84435
H 0.31908 5.24366 3.72561
H -0.40106 3.81535 4.46741
H -1.32362 4.75437 3.30311
H 1.06665 5.25721 1.34881
H -0.58472 4.84187 0.86758
H 0.77669 3.85624 0.30839
H 2.30145 3.93570 3.03635
H 2.12106 2.51482 1.99060
H 1.62779 2.42846 3.69154
H -1.69076 3.58219 -0.49484
H -3.39164 3.22254 -0.85385
H -2.15569 1.95136 -0.96239
H -2.50648 4.53902 1.70079
H -3.26509 3.50011 2.91857
H -4.18214 4.01649 1.48935
H -3.53115 0.47285 0.69181
H -4.71870 1.78636 0.57228
H -4.16122 1.23570 2.15636
H -3.27740 0.29971 3.64676
H -2.40705 -0.96193 4.52832
H -2.38616 -0.94131 2.75447
H -2.03116 2.20734 4.80173
H -0.29175 2.01356 5.08586
H -1.43360 0.87788 5.81444
H 0.29555 -0.90919 2.92558
H -0.04716 -1.06132 4.66945
H 1.00330 0.23581 4.06495
F 3.30834 -0.12430 -2.07051
C 2.83467 1.00162 -2.59556
F 3.85298 1.88784 -2.59838
F 2.53806 0.74864 -3.88471
S 1.37176 1.77083 -1.74762
O 1.81118 1.90937 -0.36707
O 1.32050 3.03823 -2.45397
O 0.26870 0.86500 -2.02440

Cartesian forces, eV/Å:
-0.3 -3.0 1.8
0.1 -0.1 0.1
0.2 0.1 0.5
-0.7 1.3 -1.0
-0.1 -0.2 0.0
0.0 0.0 -0.1
0.0 0.0 0.0
-0.1 -0.1 0.0
0.0 0.0 0.0
0.0 -0.1 0.0
0.0 0.0 0.0
0.0 -0.3 0.0
-0.6 0.6 0.0
0.1 0.1 0.0
-0.1 -0.3 0.1
0.1 0.0 -0.1
0.0 0.0 0.0
0.0 0.2 0.0
0.1 0.1 0.0
-0.3 -0.4 -0.1
0.1 0.0 0.0
0.1 0.1 0.0
0.3 0.2 0.2
0.1 -0.2 0.1
0.0 0.0 0.0
0.0 0.0 -0.1
0.0 0.0 -0.1
0.0 0.2 -0.3
0.1 -0.1 0.0
0.0 -0.1 0.0
0.0 0.0 0.1
0.0 0.0 0.0
0.0 0.1 0.0
0.0 0.0 0.0
0.0 0.0 0.0
0.0 0.0 0.0
0.0 0.1 0.0
0.0 0.0 0.0
0.0 0.1 0.0
0.0 0.0 0.0
0.0 0.0 0.0
0.0 0.0 0.0
0.0 0.0 0.0
-0.1 0.0 0.0
0.0 0.0 0.0
0.0 0.0 0.0
-0.1 0.0 0.0
0.0 0.0 0.0
-0.1 0.0 0.0
0.0 0.0 0.0
0.0 0.0 0.0
0.0 0.0 0.0
0.0 0.0 0.0
0.0 0.0 0.0
0.0 0.0 0.0
0.0 0.0 0.0
0.0 0.1 0.0
0.0 0.0 0.0
-0.1 -0.1 0.1
-0.1 0.1 0.0
0.1 0.0 0.0
0.0 0.0 -0.1
0.8 1.1 -0.8
0.1 0.5 -0.6
-0.3 -0.1 -0.1
0.5 0.3 0.3

Charge: -2
Energy relative to the best compared isomer or geometry (same formula, charge and spin): 34.7 kcal/mol
Molecular weight: 677.96 g mol⁻¹
Highest occupied orbital energy (spin up / spin down): 1.085 / 0.960 eV
E_tot: -3952.17693 hartree
E_LUMO (spin up / spin down): 4.741 / 4.740 eV

No. 2
Formula: C18H33N2NiO
Source: the Open Molecules 2025 dataset
Level of theory: ωB97M-V/def2-TZVPD

Element x y z (Å)
Ni 0.33950 -0.48076 -0.14443
C 1.25874 -0.29501 -2.02069
C 0.19771 -1.24825 -2.07570
C -1.02614 -0.51748 -1.77034
C -0.63833 0.84839 -1.57479
C 0.75718 0.99932 -1.72607
C 1.58167 2.26102 -1.63055
C 2.22978 2.51501 -2.99988
C 2.67648 2.07315 -0.57359
C 0.71726 3.46397 -1.25824
C -2.49744 -0.93019 -1.72454
C -3.01046 -1.11436 -3.16137
C -3.35037 0.18360 -1.09442
C -2.75568 -2.18484 -0.88639
C 0.50854 -2.73863 -2.26737
C 0.46770 -3.45269 -0.90510
C 1.93281 -2.91613 -2.82147
C -0.42358 -3.42241 -3.27078
H 2.29523 -0.52313 -2.19851
H -1.32256 1.65549 -1.37178
H 2.84867 1.67154 -3.30586
H 2.86537 3.39986 -2.95415
H 1.47384 2.67853 -3.76834
H 3.37030 1.27949 -0.85226
H 2.24792 1.82448 0.40247
H 3.25174 2.99286 -0.46094
H -0.09935 3.61149 -1.96561
H 1.32363 4.36931 -1.26202
H 0.29857 3.35985 -0.25447
H -2.93729 -0.17717 -3.71485
H -4.06020 -1.41088 -3.14176
H -2.45646 -1.86837 -3.71202
H -3.31566 1.11089 -1.66536
H -3.05578 0.38558 -0.06167
H -4.39105 -0.13794 -1.07264
H -2.34142 -3.08889 -1.32225
H -3.83154 -2.33852 -0.79660
H -2.35420 -2.07667 0.12607
H 0.76327 -4.49686 -1.02206
H -0.51560 -3.43744 -0.44083
H 1.19121 -3.00147 -0.20733
H 2.69434 -2.60466 -2.10582
H 2.07734 -2.36366 -3.75012
H 2.10469 -3.97151 -3.03005
H -1.45430 -3.46915 -2.93364
H -0.08684 -4.44788 -3.42552
H -0.40173 -2.91614 -4.23611
N -0.92748 1.87701 1.82642
C -0.27951 0.84892 2.38395
N -0.04751 0.85327 3.69966
O 0.12370 -0.13213 1.70101
H -1.26240 2.65832 2.36155
H -1.08911 1.85452 0.83388
H -0.36240 1.58633 4.30930
H 0.43251 0.06324 4.09407

Cartesian forces, eV/Å:
-0.2 0.5 0.0
0.1 -0.1 -0.1
0.0 0.0 0.0
0.0 0.0 -0.1
0.0 -0.1 0.0
-0.1 -0.1 0.0
0.0 0.0 0.0
0.0 0.0 0.0
0.0 0.0 0.0
0.0 0.0 0.0
-0.1 0.1 0.0
0.0 0.0 0.0
0.0 0.0 0.0
0.0 -0.1 0.0
0.0 0.0 -0.1
0.1 0.0 0.0
0.0 0.1 0.1
-0.1 -0.1 0.1
0.0 0.0 0.0
0.0 0.0 0.0
0.0 0.0 0.0
0.0 0.0 0.0
0.0 0.0 0.0
0.0 0.0 0.0
0.0 0.0 0.0
0.0 0.0 0.0
0.0 0.0 0.0
0.0 0.0 0.0
0.0 0.0 0.0
0.0 0.0 0.0
0.0 0.0 0.0
0.0 0.0 0.0
0.0 0.0 0.0
0.0 0.0 0.0
0.0 0.0 0.0
0.0 0.0 0.0
0.0 0.0 0.0
0.0 0.0 0.0
0.0 0.0 0.0
0.0 0.0 0.0
-0.1 0.0 -0.1
0.0 0.0 0.0
0.0 0.0 0.0
0.0 0.0 0.0
0.0 0.0 0.0
0.0 0.0 0.0
0.0 0.0 0.0
0.0 0.0 0.0
0.1 -0.1 0.0
0.0 0.0 0.0
0.1 -0.1 0.2
0.0 0.0 0.0
0.0 0.0 0.0
0.0 0.0 0.0
0.0 0.0 0.0

<S²>: 2.01
Charge: +1
Energy relative to the best compared isomer or geometry (same formula, charge and spin): 0.0 kcal/mol
Molecular weight: 352.17 g mol⁻¹
2S+1: 3
Highest occupied orbital energy (spin up / spin down): -11.342 / -12.521 eV
E_tot: -2398.55959 hartree
E_LUMO (spin up / spin down): -2.412 / -3.793 eV

No. 3
Formula: C18H33N2O8SZr
Source: the Open Molecules 2025 dataset
Level of theory: ωB97M-V/def2-TZVPD

Element x y z (Å)
Zr -0.66030 -0.01914 -0.80949
C -2.57460 1.65546 0.92841
C -2.03400 2.77876 0.03741
O -1.01640 2.17836 -0.78009
C 0.03330 3.10386 -1.11289
C 1.09680 2.34396 -1.89329
O 1.32770 1.09276 -1.22139
C 2.44840 0.41126 -1.81069
C 2.23800 -1.11894 -1.79499
O 1.07820 -1.40844 -1.00179
C 0.72300 -2.79804 -1.04039
C -0.17220 -3.01784 0.17861
O -1.29110 -2.12894 0.13501
C -2.55620 -2.74404 -0.15499
C -2.87470 -2.48524 -1.63059
O -2.54900 -1.11744 -1.90989
C -3.64750 -0.20904 -1.94089
C -3.94410 0.32096 -0.53079
O -2.67560 0.45956 0.14991
H -3.53770 1.92166 1.37861
H -1.86210 1.43796 1.73451
H -1.61530 3.56966 0.66911
H -2.80860 3.22006 -0.60589
H 0.46270 3.49946 -0.18369
H -0.34910 3.92576 -1.73249
H 2.02160 2.93656 -1.91999
H 0.75970 2.14496 -2.92429
H 3.34800 0.69896 -1.25139
H 2.56040 0.73466 -2.85089
H 3.10690 -1.62664 -1.35319
H 2.08500 -1.49874 -2.81659
H 1.62280 -3.42154 -0.94399
H 0.21240 -3.02424 -1.99159
H 0.39190 -2.75654 1.08471
H -0.49800 -4.06054 0.24921
H -3.29340 -2.26884 0.50151
H -2.54790 -3.81484 0.06501
H -3.92270 -2.70784 -1.85069
H -2.24620 -3.10044 -2.28879
H -4.53680 -0.68304 -2.36999
H -3.31900 0.60836 -2.59729
H -4.56970 -0.37164 0.04781
H -4.46300 1.28226 -0.60569
S 0.33320 -1.43184 -4.96149
C -0.18350 -0.56764 -3.76689
N -0.52450 0.10486 -2.83159
O 0.74250 1.88156 1.48941
C 0.69080 0.69056 1.78421
O 0.06970 -0.18334 1.10861
C 1.40750 0.21426 3.07361
N 2.07530 1.40136 3.67821
C 3.52580 1.08216 3.83521
C 3.78290 0.10116 2.70171
C 2.53790 -0.78314 2.76151
H 0.66490 -0.21544 3.74911
H 1.67140 1.69656 4.57001
H 1.90730 2.16596 2.98351
H 3.68320 0.59536 4.80031
H 4.13460 1.98306 3.79401
H 4.69470 -0.47484 2.84661
H 3.84010 0.62466 1.74501
H 2.63410 -1.50934 3.56911
H 2.36020 -1.31894 1.82881

Cartesian forces, eV/Å:
-1.2 -0.5 -0.7
0.4 0.8 0.6
-0.9 -0.1 0.6
0.1 -0.1 0.1
1.2 0.4 -0.3
-0.4 0.8 -0.3
-0.2 -0.1 0.2
0.5 -0.5 -0.1
0.5 0.4 -0.5
0.1 -0.2 -0.1
-0.5 -0.9 0.5
0.9 -0.3 0.1
0.2 0.1 -0.5
-0.8 0.1 -0.5
0.3 -0.6 0.5
-0.2 -0.2 0.4
-0.2 0.7 0.1
-0.5 -0.6 -0.7
0.1 0.1 -0.3
0.2 -0.1 -0.1
-0.3 0.1 -0.2
0.1 -0.2 -0.2
0.3 -0.2 0.0
-0.3 -0.1 -0.2
-0.1 -0.2 0.2
-0.2 -0.2 0.1
0.2 0.0 0.4
-0.2 0.0 -0.1
0.0 0.0 0.2
-0.3 0.1 -0.1
0.0 0.1 0.4
-0.2 0.2 -0.1
0.2 0.1 0.2
-0.2 -0.2 -0.2
0.0 0.2 -0.1
0.2 -0.1 -0.1
0.1 0.2 0.0
0.1 0.1 0.0
-0.2 0.2 0.1
0.2 0.1 0.0
-0.1 -0.2 0.1
0.2 0.2 0.0
0.2 -0.1 0.1
-0.2 0.0 0.0
0.3 -0.1 -0.6
0.1 0.1 -0.4
0.2 -0.1 0.4
0.8 1.3 1.1
0.0 -0.5 0.5
-0.6 -0.7 -0.7
-0.2 0.6 0.0
1.0 -0.2 -0.1
-0.1 -0.1 0.1
0.1 0.0 0.0
0.0 0.2 0.0
-0.1 -0.1 -0.1
0.1 -0.2 0.4
-0.2 0.1 0.0
-0.2 0.1 0.0
0.0 0.1 0.0
0.1 0.0 0.0
-0.1 0.0 -0.1
-0.1 0.0 0.1

Charge: +3
Molecular weight: 528.76 g mol⁻¹
Highest occupied orbital energy: -17.174 eV
E_tot: -1861.53912 hartree
E_LUMO: -8.862 eV

Among the records above, which one has the lowest molecular weight? C18H33N2NiO